Here is a structure of composition C24H16AuCl2F6N3O6S4 at a distorted geometry from OMol25. Energies are from the ωB97M-V functional and the def2-TZVPD basis.

Structure (XYZ):
```
62
Properties=species:S:1:pos:R:3:forces:R:3:mulliken_spin:R:1
Au 0.465284 -0.959194 0.206966 1.3 -0.3 -0.5 0.45
Cl 0.712884 -0.819294 2.809866 0.1 -0.3 0.8 0.04
C -0.125116 -2.251494 3.299766 -0.2 0.2 0.4 0.07
C -0.586016 -2.304794 4.601366 0.3 0.2 -0.2 -0.04
C -1.298916 -3.409294 5.040466 0.1 0.0 -0.2 0.11
C -1.600116 -4.431094 4.159666 0.0 -0.1 -0.2 -0.04
C -1.151716 -4.367994 2.851366 0.1 0.0 0.3 0.09
Cl -1.581316 -5.610894 1.765066 -0.1 -0.4 -0.1 0.02
C -0.359116 -3.296494 2.390666 0.5 -0.2 -0.7 -0.01
S 0.340184 -3.386794 0.802866 -0.3 0.1 0.4 0.90
H -0.382116 -1.481294 5.265666 0.0 0.1 0.1 0.00
H -1.637316 -3.459894 6.061566 -0.1 0.0 0.1 0.01
H -2.178616 -5.285494 4.470866 -0.1 -0.1 0.0 0.00
C -2.633816 4.530806 -3.121534 0.0 0.1 0.0 0.00
C -1.968816 3.196506 -2.995434 -0.1 -0.1 0.0 0.00
C -2.568216 2.171406 -2.273134 0.2 0.0 -0.1 0.00
C -1.974616 0.923306 -2.200834 -0.1 -0.1 0.0 -0.01
C -0.772616 0.710006 -2.841834 0.0 -0.7 0.0 0.03
C -0.143616 1.716406 -3.552134 0.1 0.1 -0.2 0.00
C -0.750616 2.956506 -3.632434 0.1 -0.1 0.1 0.00
S -0.089116 -0.931594 -2.769634 1.4 0.1 -0.1 0.00
O 0.357984 -1.360994 -4.066434 -0.2 0.4 0.1 0.02
O -0.970216 -1.783994 -2.031834 -0.7 -0.1 0.1 0.02
N 1.219184 -0.772194 -1.742334 -3.0 -0.1 0.6 0.28
C 2.501684 -0.537794 -2.008734 2.0 0.0 -1.0 0.02
C 3.007484 -0.373894 -3.304634 -0.6 -0.2 0.7 0.03
C 4.365184 -0.192094 -3.525934 0.7 0.2 0.4 -0.01
C 5.266584 -0.175194 -2.486034 -0.1 0.0 -0.3 0.02
C 4.815884 -0.342894 -1.159934 -0.3 0.2 -0.2 -0.01
C 5.681884 -0.344394 -0.046634 -0.2 -0.1 0.3 0.00
C 5.162984 -0.485594 1.214266 0.3 -0.1 -0.3 0.00
C 3.777584 -0.633994 1.361166 0.0 0.1 -0.1 0.00
N 2.952784 -0.634194 0.343266 -0.2 -0.1 0.6 0.02
C 3.427184 -0.501194 -0.903034 0.4 0.2 -0.9 -0.02
H -3.552216 4.559606 -2.542634 -0.1 0.1 0.0 0.00
H -2.866416 4.740406 -4.165634 -0.1 0.0 0.0 0.00
H -1.978716 5.322406 -2.765534 0.1 0.1 0.0 0.00
H -3.505616 2.332906 -1.762734 -0.1 0.1 0.0 0.00
H -2.442516 0.119106 -1.659034 -0.1 0.0 0.0 0.00
H 0.799384 1.526006 -4.041534 0.1 0.0 -0.1 0.00
H -0.276016 3.748906 -4.195234 0.0 0.0 0.0 0.00
H 2.316384 -0.430794 -4.129734 0.1 0.0 -0.1 0.00
H 4.709884 -0.057594 -4.540834 0.1 0.0 -0.1 0.00
H 6.317984 -0.018894 -2.674134 0.1 -0.1 0.0 0.00
H 6.747184 -0.249394 -0.201634 0.1 0.1 0.0 0.00
H 5.798584 -0.498394 2.085066 0.1 0.0 0.1 0.00
H 3.343484 -0.757194 2.343666 0.0 0.0 0.1 0.01
F -2.183016 4.083306 2.366366 0.2 -0.3 0.3 0.00
C -1.981916 3.268806 1.332766 0.0 0.2 -0.2 0.00
F -1.281216 3.935606 0.414366 0.2 -0.1 0.0 0.00
F -3.172016 2.991206 0.815466 0.0 -0.3 0.0 0.00
S -1.011816 1.725106 1.842966 -0.1 1.2 -0.3 0.00
O -0.471116 1.239106 0.583166 -0.2 0.3 -0.2 0.01
O -0.076416 2.210206 2.798966 0.0 0.0 0.4 0.00
N -2.075416 0.752206 2.467866 -0.1 0.0 -0.1 0.00
S -2.694816 -0.245094 1.403366 -1.0 -0.6 0.9 0.00
O -1.769316 -1.288694 1.036766 -0.4 -0.4 -0.1 -0.01
O -3.456716 0.371406 0.377366 -0.5 0.0 -0.5 0.00
C -3.908516 -1.176994 2.497066 0.0 0.2 0.2 0.00
F -4.534516 -2.130294 1.811266 0.2 0.2 -0.3 0.00
F -4.826516 -0.376094 3.024066 0.1 0.2 -0.1 0.00
F -3.250816 -1.767794 3.495766 0.2 0.0 0.1 0.00
```
Positions in Å, forces in eV/Å.

Properties
Multiplicity ... 3
Net charge ... 0
E ... -4787.78569 hartree
Lowest unoccupied orbital energy (spin up / spin down) ... -0.11 / -3.52 eV
Energy relative to the best compared isomer or geometry (same formula, charge and spin) ... 35.9 kcal per mole
Frontier orbital gap (spin up / spin down) ... 0.2825 / 0.1523 Eh
Expectation value of S² ... 2.0261